Computed, not measured: C29H65FI2InN7O10P as an isolated structure, with ωB97M-V/def2-TZVPD.

```
! wB97M-V def2-TZVPD RIJCOSX def2/J DEFGRID3
* xyz -1 1
C 2.6700 -1.6188 2.3984
C 1.5842 -1.3956 3.3994
I 2.0962 -1.9475 5.4074
C 0.4536 -0.8836 3.0373
I -1.1223 -0.5412 4.4697
In -0.0979 -0.2382 0.9564
C -1.8113 -1.5608 0.3331
O -1.2735 -2.7530 -0.2739
O -1.5448 -3.7914 0.6612
C 1.5155 -0.4971 -0.5726
C 2.7114 0.4550 -0.4792
C 2.6156 1.5494 0.5385
F 3.8967 -0.2744 -0.3245
P -1.0772 2.0970 1.1393
C 0.0275 3.1993 2.1297
O -1.0737 2.7458 -0.4450
H 3.5011 -2.0961 2.8945
H 3.0388 -0.6718 2.0522
H 2.3663 -2.2631 1.5930
H -2.4588 -1.1004 -0.3971
H -2.3808 -1.8295 1.2070
H -0.9411 -4.5063 0.4230
H 1.9035 -1.4942 -0.4480
H 1.0614 -0.4316 -1.5488
H 2.8077 0.9361 -1.4405
H 2.3458 1.2167 1.5305
H 3.5872 2.0289 0.6157
H 1.9426 2.2946 0.1478
H 0.7788 3.6758 1.5110
H 0.5237 2.6016 2.8749
H -0.5533 3.9922 2.5801
H -1.9893 3.0163 -0.5780
C -6.1257 -1.5503 -0.0771
O -5.5657 -0.5249 0.2602
N -6.0792 -2.0874 -1.3090
C -6.7947 -3.3072 -1.6476
C -5.2895 -1.4186 -2.3279
H -6.7504 -2.1358 0.6219
H -6.1026 -4.0751 -1.9899
H -7.5170 -3.0998 -2.4415
H -7.3283 -3.6782 -0.7750
H -4.2477 -1.3589 -2.0106
H -5.6588 -0.4029 -2.4788
H -5.3540 -1.9727 -3.2607
C -5.2428 -7.4590 -1.9295
O -5.7262 -6.4105 -2.3159
N -4.3864 -7.5629 -0.9030
C -3.8484 -8.8341 -0.4655
C -3.9864 -6.3414 -0.2194
H -5.4761 -8.4288 -2.4042
H -4.1221 -9.0177 0.5756
H -2.7598 -8.8278 -0.5493
H -4.2436 -9.6398 -1.0807
H -4.8634 -5.8396 0.1894
H -3.5054 -5.6670 -0.9271
H -3.2943 -6.5730 0.5849
C -4.1665 3.4774 2.3744
O -3.6887 4.5979 2.3103
N -5.1608 3.1199 3.2109
C -5.6795 1.7662 3.2382
C -5.7173 4.1167 4.1045
H -3.8095 2.6479 1.7477
H -6.7452 1.7686 2.9948
H -5.5425 1.3331 4.2319
H -5.1544 1.1500 2.5115
H -6.1298 4.9471 3.5285
H -4.9368 4.5116 4.7569
H -6.5026 3.6688 4.7090
C 5.8858 0.2726 2.4825
O 5.1241 0.3457 3.4233
N 6.6633 -0.7959 2.2130
C 7.5465 -0.8374 1.0675
C 6.5992 -1.9393 3.1073
H 5.9990 1.0883 1.7461
H 7.2729 -1.6678 0.4129
H 8.5811 -0.9696 1.3950
H 7.4711 0.0903 0.5048
H 5.5824 -2.3312 3.1405
H 6.8786 -1.6386 4.1179
H 7.2766 -2.7147 2.7576
C 1.4431 2.8125 -2.9414
O 1.4777 1.7251 -3.4901
N 2.1445 3.8950 -3.3236
C 2.0515 5.1523 -2.6074
C 3.0177 3.7928 -4.4775
H 0.8129 2.9972 -2.0546
H 1.6910 5.9382 -3.2766
H 3.0311 5.4358 -2.2162
H 1.3576 5.0524 -1.7753
H 2.4390 3.5165 -5.3606
H 3.7697 3.0208 -4.3086
H 3.5099 4.7468 -4.6495
C 3.2709 5.6060 1.1204
O 4.1762 5.2443 0.3909
N 3.3804 5.7948 2.4472
C 2.2585 6.2398 3.2531
C 4.6608 5.5422 3.0836
H 2.2574 5.8211 0.7385
H 2.5012 7.1893 3.7366
H 2.0342 5.4928 4.0162
H 1.3808 6.3761 2.6258
H 5.4269 6.1856 2.6479
H 4.9561 4.5045 2.9261
H 4.5832 5.7386 4.1496
C 0.3555 -3.4683 -4.9703
O 0.3701 -4.5622 -5.5122
N 1.0672 -2.4068 -5.3777
C 1.0141 -1.1210 -4.6957
C 1.9203 -2.5531 -6.5406
H -0.2590 -3.2602 -4.0785
H 0.6648 -0.3487 -5.3820
H 2.0054 -0.8504 -4.3338
H 0.3361 -1.1712 -3.8480
H 1.3240 -2.8388 -7.4089
H 2.6605 -3.3354 -6.3656
H 2.4265 -1.6123 -6.7403
*
```

Properties
* gap between HOMO and LUMO: 0.2241 Ha
* E: -95411.843 eV
* highest occupied orbital energy: -3.9414 eV
* LUMO level: 2.16 eV

These are the Löwdin partial charges, in e, on atoms 1 to 6: -0.184, -0.918, 0.693, -0.807, 0.638, 0.572